Computed, not measured: a molecular structure, C14H16NO6Ti, with ωB97M-V/def2-TZVPD.

```
38
Properties=species:S:1:pos:R:3:lowdin_charge:R:1
N -0.33682 1.30494 6.55979 0.18
H 1.69721 2.39978 0.33176 0.15
C -1.29880 1.22147 3.19699 -0.01
O -0.88340 -1.59031 -0.31968 -0.23
H 0.97585 -4.39640 -0.47761 0.10
H -2.78509 1.35916 -3.89702 0.18
O 0.16702 2.14437 -1.00458 -0.20
Ti -0.24140 -0.06984 -0.68358 1.13
C 1.58693 2.26374 -0.74001 -0.03
H -2.18085 1.66434 3.64038 0.13
H -0.53296 3.56973 -2.35251 0.17
C -0.23424 2.52267 -2.31247 -0.04
C -0.28475 1.11441 5.42813 -0.17
H 1.51846 -2.72723 -0.65520 0.08
O 3.46806 0.86063 -1.20324 0.20
C -0.79623 -3.13423 -2.17066 -0.04
H 0.83527 -3.28419 0.88820 0.09
C 0.98244 0.06635 2.08904 -0.07
H -2.07039 1.28277 1.21262 0.11
H 1.86924 -0.40022 1.67745 0.12
H 1.75098 0.03356 4.09732 0.13
O -2.04363 1.97121 -3.72248 0.24
C -0.08852 0.42081 1.27044 -0.22
C -0.62300 -2.98626 -0.67143 -0.42
H -0.70954 -4.17997 -2.46323 0.10
C -1.39960 1.63901 -2.65564 -0.41
O 1.39950 -0.03629 -1.41331 -0.12
C -0.22013 0.87407 4.00504 -0.21
C -1.22407 0.99964 1.83148 -0.08
H 0.55186 2.35381 -3.05386 0.17
C 0.92283 0.29952 3.45346 -0.01
H -0.02013 -2.57361 -2.69734 0.09
C 0.76189 -3.36563 -0.19614 -0.03
H 2.01670 3.11719 -1.25798 0.15
H -1.77691 -2.77423 -2.48069 0.09
O -1.68567 0.65963 -1.95236 0.05
H -1.36120 -3.59297 -0.15321 0.15
C 2.29313 0.96857 -1.14787 -0.51
```

LUMO: -4.1088 eV
Orbital gap: 8.39 eV
Charge: +1
E_HOMO: -12.502 eV
Total energy: -1898.5892 a.u.
F_max: 2.26 eV/Å

***

Computed, not measured: 2 unconnected molecules or ions with the total composition C12H16N2O, with ωB97M-V/def2-TZVPD.

```
31
Properties=species:S:1:pos:R:3:lowdin_charge:R:1
H 1.67469 1.08515 -3.54787 0.07
N -0.26150 3.19156 1.10796 0.05
H 0.13240 3.48098 1.98504 0.14
H 0.08120 -1.73802 3.55191 0.11
H 0.26514 2.83075 -3.04865 0.11
C 1.51339 1.22145 -2.46898 -0.10
H -2.23807 2.25374 1.52074 0.11
C -1.35994 2.35779 0.91565 -0.19
C 1.34552 -2.53260 0.49240 -0.01
H -2.82136 -1.04521 -0.01348 0.06
O 2.36618 -2.63572 2.69645 0.00
H -1.89398 -1.32476 2.22349 0.11
H 2.35311 1.79270 -2.08183 0.07
C -2.28553 -1.88203 -0.44747 -0.05
H 2.25963 -2.87529 0.02480 0.11
C 1.28882 -2.40993 1.85898 -0.32
C -0.18379 2.28686 -0.94675 -0.31
C 0.11266 -1.90053 2.48392 -0.01
H -2.66775 -2.89391 -0.52812 0.08
C -0.99918 -1.64801 1.70962 -0.05
C -0.98770 -1.95614 0.33236 -0.30
C 0.37747 3.21543 -0.11121 -0.08
N -1.28113 1.81884 -0.25337 0.08
C 0.19193 1.99332 -2.35443 -0.21
H -0.71531 1.44087 -2.66061 0.11
H 1.44259 0.20946 -2.07176 0.06
C 0.17390 -2.33120 -0.26032 -0.06
H 0.14947 -2.55794 -1.32121 0.11
H -2.24385 -1.35007 -1.41173 0.08
H 1.32604 3.72833 -0.20458 0.11
H 2.88495 -1.82588 2.82905 0.11
```

LUMO: 0.6782 eV
Orbital gap: 9.25 eV
Charge: 0
E_HOMO: -8.568 eV
SMILES: CCc1c[nH]cn1.Cc1ccc(O)cc1
Total energy: -651.5725 a.u.
F_max: 2.94 eV/Å

***

Computed, not measured: a molecular structure, C31H35GeN13O5Se2Ti, with ωB97M-V/def2-TZVPD.

```
88
Properties=species:S:1:pos:R:3:mulliken_spin:R:1
H -0.43830 -2.04028 -3.03022 0.01
N -0.07037 0.24565 2.23915 -0.09
C 0.13373 2.22736 -1.76107 0.23
C 0.61851 2.99606 0.34627 0.07
H 2.89842 -4.35046 -0.47725 0.00
C 0.62029 -0.23873 3.30495 0.02
C 5.39671 1.70846 1.12914 0.00
C -1.95828 -5.13638 1.25361 0.00
O 1.80723 4.78792 3.06217 0.00
H 5.53113 1.34212 2.14805 0.00
H -0.99292 -0.53563 -5.02849 0.00
C 0.92758 -6.47408 0.72686 0.00
C -1.27697 5.89664 4.75046 0.00
H 1.56595 -6.93820 -0.02594 0.00
N 1.15516 6.86665 3.37222 0.00
C -1.69310 1.62926 5.11348 0.00
O -4.06821 -0.87335 0.84367 0.00
H -3.42236 3.54528 5.89590 0.00
H 6.81947 3.62883 -0.16484 0.00
C 4.07884 3.73242 1.80441 0.03
C 2.75213 -3.27691 -0.58355 0.00
H -2.23766 -5.99679 1.86202 0.00
H 3.41248 3.08965 2.36508 0.00
N 0.27424 4.59250 -1.42708 0.25
C 0.88253 5.63119 3.59396 0.00
H -2.24917 -6.31373 -1.93566 0.00
C 2.69156 5.65187 2.49368 -0.01
C 5.75766 5.41386 0.37788 0.00
Se 1.02912 -2.79610 0.17469 0.01
H -2.74102 1.34855 5.00518 0.00
C 0.57088 4.27132 -0.13445 0.08
C 3.12481 0.11675 -0.96606 0.02
H -0.64608 -6.99731 -2.23288 0.00
O -2.96446 -1.53921 -1.60360 0.00
C -0.08061 -3.93205 -0.94990 0.01
H -0.97671 -3.34035 -1.14396 0.00
N -0.49533 1.09563 -3.87907 0.08
O -1.96671 0.55142 -0.16155 -0.01
H 0.84047 2.81298 1.39276 0.02
H 0.76366 5.10135 0.53603 -0.04
H 0.45008 -4.08843 -1.89133 0.00
C -1.38624 -6.78122 -1.46112 0.00
N 2.35304 0.06640 0.15192 -0.05
C -0.39480 3.67579 4.40086 0.01
N 4.30693 0.64823 -0.77657 0.00
H -1.17280 6.96601 4.63230 0.00
H 6.28454 1.45046 0.55661 0.00
H 0.39087 3.03266 4.02632 0.00
Ti -0.10421 -0.08011 0.07291 1.10
H 0.60043 -7.25208 1.41768 0.00
H 2.87816 0.78023 2.10754 0.00
H -1.70997 -7.72817 -1.02884 0.00
N 0.03007 -0.17011 -2.09586 0.00
H 2.78863 -0.23836 -1.92560 0.00
H 3.52888 -2.76193 -0.02142 0.00
C 0.06245 3.53414 -2.20445 0.01
H -1.81809 1.48424 2.26311 0.00
N 2.34932 6.88012 2.64629 0.00
C -1.52695 3.12636 4.98566 0.00
H -1.56692 -4.35386 1.90399 0.00
H -3.18499 5.99252 5.71020 0.00
Se -2.78220 -0.96237 -0.10737 0.01
N -0.91941 0.90538 4.11760 0.00
O -1.45952 -1.69793 0.62494 0.02
H 4.48369 7.00953 1.05550 0.00
C -1.04196 0.95440 2.79463 0.05
C 4.68518 5.94755 1.06898 0.00
Ge -0.62995 -5.61395 -0.08704 0.00
C -0.27702 5.05437 4.27301 0.00
N 0.15190 0.15704 4.46139 0.00
N 4.29896 0.95677 0.53495 0.00
H -0.17214 3.71568 -3.24776 -0.01
H -2.85443 -4.74324 0.77307 0.00
H 1.51967 -5.75401 1.29316 0.00
H 2.82218 -2.99780 -1.63363 0.00
C -2.52738 3.96797 5.45503 0.00
H 1.45951 -0.90895 3.21443 0.00
C 5.15286 3.19650 1.10710 -0.01
H 6.41142 6.06469 -0.18623 0.00
C -2.39780 5.34600 5.34737 0.00
N 0.37545 1.90133 -0.43749 0.25
H -1.34401 1.25955 6.07678 0.00
C 3.12566 0.61363 1.07257 0.02
N -0.63361 -0.22982 -4.14044 0.00
C -0.34363 -0.96950 -3.08030 0.00
C 5.98808 4.04281 0.39253 0.00
C -0.10159 1.09414 -2.62205 -0.08
C 3.84196 5.09837 1.78267 0.00
```

LUMO (spin up / spin down): -0.2931 / -0.2946 eV
Orbital gap (spin up / spin down): 5.11 / 8.26 eV
Charge: 0
E_HOMO (spin up / spin down): -5.402 / -8.555 eV
Total energy: -10019.6250 a.u.
2S+1: 3
F_max: 0.50 eV/Å

***

Computed, not measured: 6 unconnected molecules or ions with the total composition C6H24O6, with ωB97M-V/def2-TZVPD.

```
36
Properties=species:S:1:pos:R:3:lowdin_charge:R:1
H 0.74600 2.36343 0.00239 0.01
H -0.11975 -4.28061 -2.67697 0.08
H -2.63636 2.19092 -1.43572 0.06
H 1.28520 -0.41006 1.09198 0.04
C -0.66946 -2.69997 1.35859 -0.15
O 0.83006 3.32109 -0.08674 -0.13
H 0.42988 -2.00392 -3.85436 0.08
H 5.13850 -0.20994 4.05808 0.07
O -3.67187 2.91214 -3.12928 -0.13
H -1.19811 -3.47367 -3.74234 0.08
H 1.32580 -0.08624 -1.32262 0.09
O 0.90239 0.39818 0.72087 -0.14
H 1.07432 -3.07675 2.15197 0.09
H -1.18397 3.52358 0.43077 0.06
H 3.94380 -0.51542 2.16039 0.08
H -3.74080 3.56283 -1.19960 0.08
C -0.61747 -3.31324 -2.82725 -0.18
H -1.10290 -3.47492 1.99953 0.08
C 0.50228 0.06273 -0.61971 -0.13
H -4.38762 1.91348 -1.45018 0.08
H -0.05472 0.91111 -1.02139 0.07
H -1.30133 -1.82297 1.27618 0.09
H -0.18048 4.94659 0.69004 0.08
C 3.41398 -0.30549 3.09793 -0.17
O 0.26429 -2.23032 -2.93957 -0.11
H 3.16393 0.75541 2.98109 0.08
C -0.19272 3.86205 0.75313 -0.15
H -3.70924 2.04895 -3.55571 0.07
H -1.30919 -3.18406 -1.99979 0.06
C -3.60023 2.62158 -1.72781 -0.16
O 0.61552 -2.31026 1.80016 -0.13
O 4.24156 -0.49631 4.23604 -0.12
H -0.00446 3.49277 1.76426 0.08
H 2.54318 -0.94113 3.21382 0.06
H -0.62876 -3.21748 0.39637 0.06
H -0.11127 -0.83407 -0.59461 0.05
```

LUMO: 0.4180 eV
Orbital gap: 10.14 eV
Charge: 0
E_HOMO: -9.724 eV
SMILES: CO.CO.CO.CO.CO.CO
Total energy: -694.3088 a.u.
F_max: 1.33 eV/Å

***

Computed, not measured: a molecular structure, C21H37ClCrN3O4, with ωB97M-V/def2-TZVPD.

```
67
Properties=species:S:1:pos:R:3:mulliken_spin:R:1
H -2.35371 -4.28360 -0.96757 0.00
H -0.56904 -4.71875 -5.80825 0.00
H -2.54680 5.06980 0.19783 0.00
H -0.40082 -2.72270 -1.98068 0.00
C -0.20645 2.20693 -2.41161 0.06
H -3.49572 -2.90388 -0.94246 0.01
H 2.99548 -0.11260 1.32044 0.01
C -1.35442 -3.67701 1.57986 0.00
N -2.80794 3.00684 0.46086 0.00
C 2.04010 1.35916 4.25020 0.00
C -2.12939 4.24728 0.81501 0.00
H -0.52230 -4.22355 1.11034 0.00
H -4.68742 3.30515 1.36465 0.00
C -0.60005 -2.68630 -3.02055 0.03
H 2.37559 1.03717 -4.91392 0.02
H 0.99751 1.38136 4.00718 0.00
N -2.06993 -2.90812 0.58196 -0.02
H -4.59146 3.79525 -0.34155 0.00
Cr 0.85980 0.66341 -0.52663 3.15
H -1.66578 -0.54657 -5.40574 0.00
C 0.39238 0.89616 -2.16364 -0.23
H -3.64819 -4.23940 0.25382 0.00
C 4.22647 0.52055 3.43621 0.00
C 1.25538 0.36918 -3.13066 0.60
H 2.43417 2.38212 4.39072 0.00
H 4.65917 -0.08221 2.65789 0.00
H -0.10892 -4.77810 -3.32033 0.00
H 2.35825 -1.41454 -0.09807 0.01
H 4.72871 1.50171 3.46231 0.00
H 0.19969 2.57007 -3.36038 0.00
H -1.26198 2.18144 -2.58263 0.00
H 2.23264 2.23214 -3.67565 0.01
C 1.41070 -1.38621 -0.67201 -0.12
C 2.30990 1.16353 -3.82413 -0.07
O -1.01981 -0.89496 0.88730 -0.01
C -1.71875 -0.50749 -2.74822 0.15
Cl 2.61220 1.75206 -0.68970 0.06
H 1.16455 -0.65979 -3.58406 0.02
C -2.94785 -3.61900 -0.32244 0.00
H -2.68600 0.97793 0.05648 -0.01
H -1.84125 0.43233 -3.35616 0.06
H 0.05399 2.94189 -1.66047 0.00
C -2.01607 -1.56587 0.57846 0.06
O 1.08534 0.56419 1.65217 0.01
H -2.99203 -1.10689 0.29753 0.01
H -4.63033 2.05709 0.08244 0.00
C -0.69262 -3.81390 -5.18997 0.02
C -1.31961 -1.44740 -4.97386 0.02
H 1.66333 -1.59379 -1.72624 -0.01
C -2.08979 1.89887 0.21435 0.03
H -2.04535 -4.42605 2.00260 0.00
H -2.34397 4.49843 1.86805 0.00
H 2.20250 0.84716 5.21654 0.00
H -1.33078 -2.57250 -6.85695 0.00
H 4.41415 0.04531 4.41644 0.00
C 2.28031 0.34661 2.01325 0.01
H 0.80270 -2.20496 -0.25012 0.01
H -0.98467 -3.03234 2.36862 0.00
H 3.31201 0.88340 -3.48836 0.04
H -1.07440 4.15418 0.66064 0.00
C -4.25785 3.03385 0.38603 0.00
C -0.42790 -3.85943 -3.81055 -0.01
O -2.58054 -0.86701 -1.95881 0.12
C -1.12871 -2.59844 -5.76933 0.00
C -1.06171 -1.51715 -3.59469 -0.06
O -0.82886 1.88902 0.14447 0.01
N 2.79903 0.66399 3.22264 0.00
```

LUMO (spin up / spin down): 2.5903 / 2.5790 eV
Orbital gap (spin up / spin down): 3.48 / 5.43 eV
Charge: -1
E_HOMO (spin up / spin down): -0.892 / -2.852 eV
Total energy: -2792.0944 a.u.
2S+1: 5
F_max: 7.01 eV/Å

***

Computed, not measured: 3 unconnected molecules or ions with the total composition C3H7O2, with ωB97M-V/def2-TZVPD.

```
12
Properties=species:S:1:pos:R:3:mulliken_spin:R:1
C 0.56421 -0.86279 -1.81756 0.00
H 0.49099 3.29757 -0.31855 0.00
H -1.18754 0.72581 0.50574 0.03
H 1.51287 -0.29539 -1.58800 0.00
C 0.01941 -0.92230 1.50273 -0.01
O 0.21564 -1.19272 -2.95280 0.00
H -2.05022 -0.39074 1.79651 0.03
H 0.26692 3.92913 -0.63100 0.00
H -0.13027 -1.68437 2.31623 0.00
H 0.25957 -1.54492 -1.04087 -0.01
O 1.22185 -0.82435 1.08723 0.35
C -1.18344 -0.23493 1.14034 0.60
```

LUMO (spin up / spin down): 0.6417 / -2.3325 eV
Orbital gap (spin up / spin down): 10.58 / 7.60 eV
Charge: 0
E_HOMO (spin up / spin down): -9.938 / -9.931 eV
Total energy: -268.8170 a.u.
2S+1: 2
F_max: 3.90 eV/Å